Record 1
14
Properties=species:S:1:pos:R:3:lowdin_charge:R:1 method="wB97M-V/def2-TZVPD" e_tot_ha=-1421.875309 homo_ev=-8.3 e_above_lowest_kj_mol=323.49 orbital_gap_ev=8.441
C -0.399 2.227 2.330 -0.162
N 0.449 1.459 1.620 -0.281
S -0.590 0.169 0.932 0.878
C 0.369 -0.557 -0.245 -0.887
C 1.476 0.202 -0.782 -0.600
S 0.929 1.706 -1.645 0.723
N 0.066 -1.758 -0.757 -0.441
S -1.268 -2.577 -0.208 0.647
H -1.496 1.980 2.609 0.082
H 0.213 3.081 2.874 0.101
H 2.014 -0.492 -1.391 0.068
H 2.277 0.425 0.008 0.106
H 0.505 1.048 -2.692 -0.153
H -0.938 -3.958 -0.536 -0.082


Record 2
66
Properties=species:S:1:pos:R:3:lowdin_charge:R:1 method="wB97M-V/def2-TZVPD" e_tot_ha=-5323.753280 homo_ev=-12.0 charge=+1 e_above_lowest_kj_mol=11.15 orbital_gap_ev=7.316
Sn 0.531 0.312 0.531 0.995
O 0.061 -1.977 1.055 -0.223
P -1.510 -1.848 0.522 0.232
O -2.458 -2.648 1.279 -0.199
O -1.545 -0.305 0.588 -0.444
O -1.365 -2.243 -1.006 -0.214
P -0.901 -1.163 -2.158 0.273
O -2.179 -0.240 -2.368 -0.083
O -0.468 -1.811 -3.381 -0.202
O 0.169 -0.307 -1.397 -0.534
H 0.387 -2.881 1.168 0.125
H -2.620 0.011 -1.546 0.076
C 5.419 2.707 0.282 -0.218
Si 3.714 2.481 0.980 0.225
C 2.754 4.061 1.145 -0.199
C 3.794 1.602 2.613 -0.217
As 2.765 0.923 -0.562 0.824
Si 1.841 2.311 -2.329 0.284
C 0.282 3.077 -1.669 -0.215
C 3.217 3.533 -2.559 -0.221
C 1.610 1.291 -3.837 -0.190
H 6.058 3.259 0.975 0.045
H 5.405 3.246 -0.666 0.020
H 5.879 1.731 0.106 0.037
H 3.252 4.716 1.867 0.050
H 1.746 3.861 1.515 0.006
H 2.670 4.605 0.204 0.021
H 4.437 2.147 3.310 0.052
H 4.202 0.595 2.495 0.036
H 2.806 1.518 3.068 -0.011
H 0.437 3.491 -0.670 0.008
H -0.513 2.323 -1.635 0.019
H -0.067 3.882 -2.323 0.050
H 3.373 4.150 -1.676 0.003
H 2.995 4.197 -3.400 0.050
H 4.151 3.015 -2.789 0.041
H 0.906 0.476 -3.682 0.008
H 2.559 0.852 -4.150 0.049
H 1.238 1.918 -4.653 0.053
C -1.876 -0.034 3.442 -0.181
P -0.206 0.518 3.056 0.951
C -0.147 2.300 3.336 -0.375
C -1.010 3.098 2.577 -0.104
C -0.964 4.478 2.698 -0.061
C -0.063 5.066 3.577 -0.058
C 0.797 4.278 4.327 -0.058
C 0.767 2.896 4.202 -0.091
C 0.899 -0.293 4.215 -0.373
C 0.697 -0.120 5.588 -0.087
C 1.525 -0.761 6.493 -0.049
C 2.552 -1.579 6.036 -0.047
C 2.754 -1.759 4.676 -0.054
C 1.928 -1.117 3.766 -0.110
H -2.002 0.029 4.524 0.068
H -2.026 -1.060 3.108 0.042
H -2.602 0.602 2.941 0.064
H -1.729 2.645 1.901 0.109
H -1.638 5.092 2.116 0.117
H -0.034 6.143 3.677 0.117
H 1.495 4.739 5.014 0.118
H 1.434 2.287 4.799 0.101
H -0.101 0.518 5.950 0.116
H 1.368 -0.627 7.555 0.117
H 3.195 -2.082 6.746 0.117
H 3.554 -2.397 4.324 0.117
H 2.090 -1.268 2.706 0.082


Record 3
15
Properties=species:S:1:pos:R:3:lowdin_charge:R:1 method="wB97M-V/def2-TZVPD" smiles="C=C.O.O.O" e_tot_ha=-307.817813 homo_ev=-9.2 e_above_lowest_kj_mol=231.86 orbital_gap_ev=9.575
C 1.846 -0.139 -0.159 -0.087
C 2.016 -1.223 -1.056 -0.048
H 0.992 0.543 -0.342 0.028
H 2.182 0.093 0.872 0.037
H 1.750 -1.008 -2.116 0.046
H 1.936 -2.333 -0.854 0.069
O -1.768 1.654 -0.230 -0.077
H -1.505 1.298 0.688 0.052
H -2.084 2.547 -0.107 0.036
O -1.706 -1.105 -1.476 -0.049
H -1.491 -0.266 -1.061 -0.016
H -2.339 -1.546 -0.935 0.017
O -0.318 0.397 2.220 -0.073
H 0.186 0.396 3.050 0.057
H 0.303 0.693 1.507 0.008


Record 4
25
Properties=species:S:1:pos:R:3:lowdin_charge:R:1 method="wB97M-V/def2-TZVPD" e_tot_ha=-611.796224 homo_ev=-13.3 charge=+1 e_above_lowest_kj_mol=302.14 orbital_gap_ev=10.029
O -14.615 3.904 12.959 0.239
H -14.233 4.252 12.082 0.119
H -14.651 4.730 13.324 0.022
H -13.874 3.329 13.390 0.150
O -12.388 5.804 13.091 -0.107
H -11.507 5.513 12.859 0.037
H -12.970 6.234 12.315 0.049
O -16.817 5.168 11.071 -0.104
H -17.412 5.588 11.689 0.023
H -16.765 5.807 10.214 0.129
O -11.879 5.064 16.263 -0.081
H -12.402 5.873 16.185 0.027
H -12.111 4.413 15.552 -0.006
O -13.188 4.075 10.585 -0.011
H -12.280 4.230 10.294 0.089
H -13.525 3.308 10.183 0.051
O -13.768 6.761 10.979 0.028
H -14.581 7.166 11.052 0.031
H -13.681 6.589 10.082 0.042
O -12.508 2.875 14.421 -0.002
H -12.473 1.983 14.933 0.169
H -11.883 2.601 13.853 0.005
O -15.530 5.694 14.847 -0.006
H -15.394 6.681 15.074 0.128
H -16.209 5.642 15.413 -0.020